Record 1
The following is a DFT calculation (wB97M-V/def2-TZVPD) of a cluster of 2 separate species, C34H39N3O4 in total in a non-equilibrium geometry.

Computed properties:
Kohn-Sham gap ... 3.51 eV
Charge ... 0

```
80
C34H39N3O4, DFT wB97M-V/def2-TZVPD
C 5.95 0.11 3.83
C 4.57 0.56 4.20
O 3.62 -0.29 3.55
C 2.34 0.12 3.79
C 1.33 -0.75 3.12
N 0.13 -0.32 3.25
C -1.06 -0.49 2.74
C -2.29 0.14 3.20
C -3.50 -0.60 3.17
C -4.71 0.00 3.51
C -4.75 1.36 3.86
C -3.55 2.10 3.92
C -2.33 1.49 3.62
O 2.05 1.11 4.45
H 6.66 0.54 4.54
H 6.07 -0.98 3.85
H 6.23 0.46 2.84
H 4.41 0.49 5.29
H 4.42 1.61 3.89
H 1.74 -1.42 2.35
H -1.16 -1.17 1.87
H -3.46 -1.66 2.88
H -5.64 -0.58 3.48
H -5.71 1.84 4.08
H -3.59 3.16 4.18
H -1.39 2.05 3.68
C -1.14 -4.45 -3.60
O -1.68 -3.81 -2.41
C -1.01 -3.93 -1.23
C -1.60 -3.36 -0.07
C -0.91 -3.39 1.12
C 0.46 -3.76 1.19
C 1.22 -3.62 2.41
C 2.29 -4.48 2.66
C 2.90 -4.62 3.90
N 3.86 -5.52 4.16
C 4.48 -5.61 5.49
C 5.00 -4.25 5.98
C 5.72 -4.38 7.31
C 7.08 -4.04 7.39
C 7.77 -4.23 8.59
C 7.09 -4.72 9.72
C 5.72 -5.01 9.65
C 5.03 -4.84 8.44
C 5.56 -6.66 5.27
O 6.30 -7.14 6.13
N 5.53 -7.00 3.95
C 6.48 -7.95 3.41
C 4.49 -6.37 3.14
C 3.55 -7.45 2.57
C 5.15 -5.58 2.00
C 1.01 -4.36 0.02
C 0.28 -4.51 -1.14
H -1.84 -4.19 -4.40
H -0.13 -4.06 -3.84
H -1.10 -5.54 -3.47
H -2.58 -2.88 -0.15
H -1.42 -3.13 2.05
H 0.84 -3.03 3.25
H 2.59 -5.16 1.86
H 2.52 -4.03 4.75
H 3.75 -5.98 6.23
H 5.69 -3.84 5.22
H 4.14 -3.56 6.07
H 7.59 -3.69 6.48
H 8.84 -4.00 8.63
H 7.63 -4.85 10.66
H 5.19 -5.39 10.52
H 3.97 -5.10 8.35
H 7.19 -8.24 4.20
H 5.96 -8.84 3.04
H 7.03 -7.51 2.58
H 3.22 -8.12 3.38
H 2.67 -7.01 2.10
H 4.08 -8.04 1.82
H 5.88 -4.87 2.41
H 5.65 -6.27 1.32
H 4.41 -5.02 1.43
H 2.04 -4.73 0.02
H 0.72 -5.00 -2.01
```

Record 2
The following is a DFT calculation (wB97M-V/def2-TZVPD) of a structure of composition C34H39N5O3OsP2S in a non-equilibrium geometry.

Computed properties:
Kohn-Sham gap (alpha / beta) ... 6.46 / 3.31 eV
<S²> ... 6.04
Charge ... +2
Spin multiplicity ... 5

```
85
C34H39N5O3OsP2S, DFT wB97M-V/def2-TZVPD
Os 0.15 -0.23 3.71
C -1.07 1.79 3.52
C -1.39 0.74 2.63
C -0.86 0.67 1.18
C 0.48 0.02 0.91
C 1.41 -0.12 2.10
C 1.65 1.00 3.01
C 1.22 2.43 2.68
C -0.10 2.89 3.28
C 1.65 -1.17 4.75
H -1.75 1.98 4.38
H -2.32 0.20 2.83
H -0.87 1.67 0.72
H -1.62 0.10 0.62
H 0.35 -1.00 0.50
H 0.96 0.60 0.10
H 2.16 -0.93 2.04
H 2.54 0.96 3.65
H 1.21 2.61 1.59
H 2.00 3.09 3.11
H 0.05 3.39 4.26
H -0.48 3.67 2.60
H 1.69 -0.89 5.82
H 2.64 -1.07 4.30
H 1.32 -2.23 4.70
P 1.53 -1.08 -3.88
P -1.52 -0.64 -3.53
N 2.98 -0.12 -4.03
N 2.27 -2.40 -5.10
N -1.76 1.11 -3.48
N -3.19 -0.99 -4.13
C 0.66 -0.22 -5.28
C -0.82 -0.58 -5.27
C 3.46 0.55 -2.89
C 4.50 1.38 -3.27
C 4.67 1.24 -4.68
C 3.72 0.34 -5.13
C 2.42 -3.72 -4.69
C 2.90 -4.49 -5.76
C 3.03 -3.61 -6.88
C 2.63 -2.35 -6.45
C -1.57 1.79 -2.27
C -1.70 3.15 -2.49
C -1.96 3.34 -3.89
C -1.97 2.08 -4.47
C -4.04 -0.29 -5.01
C -5.12 -1.11 -5.32
C -4.90 -2.37 -4.69
C -3.70 -2.29 -4.01
H 1.10 -0.54 -6.23
H 0.79 0.87 -5.21
H -1.37 0.12 -5.91
H -0.98 -1.58 -5.70
H 3.01 0.34 -1.93
H 5.05 2.04 -2.61
H 5.40 1.76 -5.31
H 3.54 -0.04 -6.12
H 2.20 -4.00 -3.67
H 3.12 -5.54 -5.74
H 3.37 -3.86 -7.87
H 2.61 -1.44 -7.03
H -1.38 1.22 -1.38
H -1.61 3.93 -1.74
H -2.12 4.28 -4.41
H -2.15 1.81 -5.50
H -3.84 0.72 -5.31
H -5.96 -0.83 -5.94
H -5.54 -3.24 -4.74
H -3.15 -3.01 -3.42
O -1.52 -1.95 5.60
C -1.13 -0.99 6.28
N -0.43 0.07 5.70
S -0.09 1.34 6.77
O 1.33 1.54 6.96
O -0.93 2.50 6.54
C -0.72 0.45 8.15
C -0.66 0.89 9.48
C -1.14 0.04 10.49
C -1.69 -1.21 10.13
C -1.77 -1.60 8.79
C -1.27 -0.77 7.76
H -0.23 1.87 9.72
H -1.08 0.33 11.53
H -2.04 -1.87 10.94
H -2.24 -2.56 8.54
```

Record 3
The following is a DFT calculation (wB97M-V/def2-TZVPD) of a structure of composition C34H40Cl3N9O9TeZr.

Computed properties:
Kohn-Sham gap ... 6.92 eV
Charge ... 0

```
97
C34H40Cl3N9O9TeZr, DFT wB97M-V/def2-TZVPD
Zr -0.44 0.85 -0.96
C -3.97 4.39 2.00
N -2.70 3.69 1.87
C -1.55 4.16 2.62
C -2.53 2.67 1.00
N -1.38 2.15 0.72
N -3.68 2.14 0.45
C -3.73 1.52 -0.78
N -4.99 1.15 -1.17
N -2.68 1.36 -1.48
H -3.79 5.36 2.44
H -4.68 3.86 2.65
H -4.43 4.56 1.02
H -1.89 4.89 3.36
H -0.81 4.63 1.98
H -1.08 3.34 3.16
H -0.60 2.68 1.10
H -4.56 2.41 0.86
H -5.67 1.02 -0.44
H -4.98 0.35 -1.80
H -2.88 0.90 -2.36
O 1.12 3.17 -6.27
C 1.92 2.13 -6.11
O 2.64 1.73 -6.99
C 1.89 1.45 -4.78
C 2.65 0.34 -4.42
Cl 3.82 -0.44 -5.35
N 2.31 -0.03 -3.15
N 1.39 0.83 -2.67
C 1.12 1.70 -3.63
C 0.09 2.74 -3.29
O -0.26 3.58 -4.11
O -0.34 2.65 -2.08
C 2.79 -1.10 -2.32
C 3.27 -2.29 -2.84
C 3.68 -3.30 -1.98
C 3.59 -3.13 -0.60
C 3.11 -1.94 -0.09
C 2.72 -0.93 -0.95
H 0.57 3.37 -5.47
H 3.31 -2.46 -3.91
H 4.04 -4.22 -2.40
H 3.91 -3.93 0.06
H 3.06 -1.76 0.97
H 2.41 0.03 -0.53
C 5.41 -0.91 4.24
C 4.57 -0.07 3.32
C 3.31 0.37 3.69
C 2.52 1.15 2.84
C 1.20 1.65 3.37
C 2.99 1.48 1.57
Te 1.82 2.63 0.21
C 4.28 1.07 1.19
C 4.90 1.44 -0.14
C 5.04 0.31 2.07
H 4.89 -1.12 5.17
H 6.34 -0.39 4.49
H 5.68 -1.85 3.77
H 2.93 0.12 4.67
H 1.00 1.24 4.35
H 0.39 1.39 2.69
H 1.23 2.74 3.45
H 4.18 1.41 -0.95
H 5.72 0.77 -0.38
H 5.29 2.46 -0.10
H 6.03 -0.01 1.76
Cl -0.38 -3.82 -3.28
C -0.87 -2.22 -3.82
Cl 0.05 -1.72 -5.26
C -0.69 -1.15 -2.76
O -0.04 -1.37 -1.71
O -1.18 -0.02 -2.99
H -1.92 -2.27 -4.11
C -4.82 -1.14 2.30
C -4.55 -2.50 1.66
C -3.11 -2.65 1.14
C -2.92 -4.04 0.52
C -1.48 -4.36 0.14
C -2.15 -2.57 2.32
O -2.30 -3.21 3.33
N -1.04 -1.76 2.15
C -0.89 -0.91 1.09
O 0.16 -0.24 0.96
N -1.84 -0.72 0.17
C -2.88 -1.60 0.05
O -3.63 -1.56 -0.91
H -5.87 -1.04 2.58
H -4.57 -0.32 1.61
H -4.22 -1.00 3.20
H -5.21 -2.66 0.81
H -4.72 -3.29 2.39
H -3.56 -4.08 -0.37
H -3.29 -4.78 1.23
H -1.04 -3.58 -0.48
H -1.43 -5.29 -0.43
H -0.85 -4.49 1.02
H -0.31 -1.78 2.85
```

E_tot list, top to bottom, in eV: -48547.0601 -81341.4889 -113897.1000